(1)
A molecular structure, C22H31CaI2N2 at a distorted geometry, computed with the ωB97M-V functional and the def2-TZVPD basis.

XYZ file:
```
58
Properties=species:S:1:pos:R:3:nbo_charge:R:1
Ca -1.35 -0.34 0.36 1.735
C 0.79 -2.91 -3.32 -0.598
C 0.48 -2.66 -1.85 -0.231
C -0.29 -3.84 -1.25 -0.606
C 1.73 -2.37 -1.03 -0.027
C 2.77 -3.29 -1.06 -0.213
C 3.92 -3.09 -0.31 -0.182
C 4.04 -1.96 0.47 -0.230
C 3.03 -1.01 0.54 0.064
C 3.23 0.19 1.46 -0.264
C 4.40 1.06 0.97 -0.597
C 3.45 -0.25 2.91 -0.596
C 1.88 -1.22 -0.24 0.072
N 0.79 -0.27 -0.20 -0.756
C 1.04 0.96 -0.58 0.178
C 0.09 2.01 -0.51 -0.076
C 0.25 3.36 -0.82 -0.178
C -0.95 3.99 -0.51 -0.324
C -1.80 3.00 -0.01 0.233
N -1.20 1.80 -0.01 -0.768
C -3.21 3.15 0.53 -0.095
C -4.10 3.86 -0.49 -0.595
C -3.80 1.77 0.82 -0.603
C -3.17 3.95 1.83 -0.594
H -0.13 -3.03 -3.89 0.212
H 1.37 -3.82 -3.46 0.212
H 1.35 -2.09 -3.76 0.223
H -0.16 -1.77 -1.82 0.172
H 0.33 -4.74 -1.26 0.226
H -1.20 -4.05 -1.82 0.207
H -0.56 -3.68 -0.20 0.188
H 2.68 -4.18 -1.67 0.215
H 4.72 -3.82 -0.35 0.223
H 4.94 -1.82 1.06 0.218
H 2.33 0.80 1.45 0.203
H 5.33 0.49 0.98 0.211
H 4.52 1.92 1.62 0.218
H 4.24 1.41 -0.05 0.206
H 4.37 -0.82 3.02 0.209
H 2.64 -0.88 3.27 0.205
H 3.52 0.62 3.56 0.217
H 2.03 1.21 -0.96 0.206
H 1.15 3.81 -1.22 0.231
H -1.18 5.04 -0.61 0.232
H -4.15 3.32 -1.43 0.211
H -3.72 4.87 -0.70 0.222
H -5.11 3.97 -0.10 0.214
H -3.81 1.13 -0.06 0.191
H -4.83 1.85 1.18 0.235
H -3.26 1.26 1.64 0.176
H -2.77 4.95 1.66 0.223
H -2.54 3.47 2.58 0.208
H -4.18 4.06 2.25 0.214
I -3.86 -1.90 -1.34 0.183
C -4.12 -3.24 0.26 -0.723
I -3.03 -2.74 2.00 0.165
H -3.78 -4.21 -0.06 0.248
H -5.17 -3.23 0.53 0.249
```

Calculated values
- E (Ha) = -2239.29020
- LUMO energy (eV) = -3.93
- total charge = +1



(2)
A molecular structure, C22H31FN5O5Ru at a distorted geometry, computed with the ωB97M-V functional and the def2-TZVPD basis.

XYZ file:
```
65
Properties=species:S:1:pos:R:3:lowdin_spin:R:1
Ru 1.51 1.70 2.59 0.960
N -1.03 5.06 2.86 0.000
C -0.37 3.91 2.93 -0.001
O 0.37 3.52 2.01 -0.006
C -0.50 3.07 4.15 -0.005
C -0.22 1.63 3.78 -0.029
H -0.91 5.64 2.04 0.000
H -1.62 5.39 3.60 0.000
H -1.48 3.19 4.62 -0.002
H 0.25 3.43 4.86 -0.001
H -0.93 1.22 3.07 0.006
H -0.12 0.99 4.66 -0.001
C 1.33 -4.38 -2.31 0.000
C 0.44 -4.23 -1.09 0.000
N 0.44 -2.85 -0.58 0.000
C 1.25 -2.54 0.43 0.000
C 1.43 -1.28 0.94 0.000
C 2.39 -1.18 2.11 0.001
O 2.90 -2.19 2.52 -0.002
O 2.61 0.01 2.57 0.006
C 0.74 -0.20 0.37 0.006
O 0.84 1.02 0.72 0.018
C -0.15 -0.53 -0.72 0.001
C -0.90 0.48 -1.34 0.000
C -1.76 0.19 -2.36 0.000
F -2.45 1.22 -2.90 0.000
C -1.94 -1.12 -2.86 0.000
C -1.19 -2.11 -2.23 0.000
C -0.30 -1.84 -1.19 0.000
N -2.83 -1.43 -3.89 0.000
C -3.69 -0.41 -4.51 0.000
C -4.58 -1.04 -5.57 0.000
N -5.10 -2.35 -5.07 0.000
C -3.99 -3.35 -4.81 0.000
C -2.66 -2.60 -4.73 0.000
H 1.32 -5.42 -2.66 0.000
H 2.36 -4.12 -2.06 0.000
H 1.01 -3.74 -3.13 0.000
H 0.81 -4.86 -0.28 0.000
H -0.58 -4.54 -1.30 0.000
H 1.81 -3.34 0.89 0.000
H -0.79 1.50 -1.02 0.000
H -1.31 -3.14 -2.55 0.000
H -3.12 0.39 -4.99 0.000
H -4.31 0.05 -3.74 0.000
H -4.06 -1.22 -6.50 0.000
H -5.42 -0.38 -5.78 0.000
H -5.78 -2.74 -5.73 0.000
H -5.61 -2.18 -4.20 0.000
H -3.97 -4.09 -5.61 0.000
H -4.21 -3.85 -3.88 0.000
H -2.30 -2.32 -5.72 0.000
H -1.92 -3.29 -4.32 0.000
C 6.26 3.41 4.75 0.000
N 4.79 3.39 4.69 -0.001
C 3.99 3.80 5.84 0.000
C 4.19 3.00 3.60 0.005
O 2.94 3.01 3.47 0.043
H 6.57 3.81 5.71 0.000
H 6.67 4.03 3.97 0.000
H 6.67 2.40 4.66 0.000
H 4.64 4.17 6.63 0.000
H 3.41 2.96 6.22 0.000
H 3.30 4.60 5.55 0.000
H 4.84 2.67 2.79 0.001
```

Calculated values
- expectation value of S² = 0.76
- E (Ha) = -1701.18474
- LUMO energy (alpha / beta) (eV) = -4.93 / -4.92
- total charge = +2
- 2S+1 = 2



(3)
A molecular structure, C22H31FN5O5Ru, computed with the ωB97M-V functional and the def2-TZVPD basis.

XYZ file:
```
65
Properties=species:S:1:pos:R:3:lowdin_spin:R:1
Ru -0.11 -0.03 -0.33 0.928
N -2.38 -2.47 -2.73 0.001
C -1.79 -1.81 -1.75 0.003
O -0.94 -0.92 -2.01 0.018
C -2.13 -2.07 -0.32 -0.001
C -0.93 -1.66 0.54 -0.025
H -2.17 -2.24 -3.69 0.000
H -3.08 -3.17 -2.54 0.000
H -2.45 -3.10 -0.16 -0.001
H -2.99 -1.42 -0.09 0.000
H -0.18 -2.45 0.59 -0.002
H -1.25 -1.40 1.55 0.004
C 7.10 -0.29 2.41 0.000
C 5.99 -1.23 2.86 0.000
N 4.84 -1.23 1.93 -0.001
C 3.79 -0.46 2.21 -0.001
C 2.67 -0.32 1.43 0.000
C 1.66 0.68 1.94 0.005
O 1.85 1.21 3.01 0.014
O 0.64 0.97 1.17 0.040
C 2.59 -1.06 0.22 0.001
O 1.62 -1.08 -0.58 0.011
C 3.76 -1.88 -0.11 -0.001
C 3.78 -2.60 -1.31 0.000
C 4.87 -3.35 -1.64 0.000
F 4.87 -3.99 -2.82 0.000
C 6.00 -3.45 -0.80 0.000
C 5.96 -2.75 0.39 0.000
C 4.87 -1.95 0.74 0.000
N 7.12 -4.23 -1.13 0.000
C 7.06 -5.29 -2.13 0.000
C 8.34 -6.13 -2.02 0.000
N 8.83 -6.09 -0.60 0.000
C 9.31 -4.70 -0.22 0.000
C 8.46 -3.68 -0.98 0.000
H 7.92 -0.33 3.12 0.000
H 6.74 0.73 2.36 0.000
H 7.48 -0.56 1.42 0.000
H 5.60 -0.91 3.83 0.000
H 6.33 -2.25 2.99 0.000
H 3.82 0.10 3.14 0.000
H 2.94 -2.55 -1.98 0.000
H 6.80 -2.82 1.06 0.000
H 6.99 -4.93 -3.15 0.000
H 6.19 -5.91 -1.93 0.000
H 9.15 -5.74 -2.63 0.000
H 8.16 -7.16 -2.30 0.000
H 9.58 -6.76 -0.46 0.000
H 8.07 -6.36 0.02 0.000
H 10.37 -4.63 -0.46 0.000
H 9.18 -4.61 0.86 0.000
H 8.90 -3.46 -1.96 0.000
H 8.44 -2.74 -0.43 0.000
C -3.03 4.02 1.54 0.000
N -2.99 2.88 0.61 0.001
C -4.11 2.58 -0.28 0.000
C -1.93 2.10 0.59 0.001
O -1.86 1.09 -0.15 0.003
H -3.88 4.65 1.27 0.000
H -2.12 4.61 1.46 0.000
H -3.17 3.67 2.56 0.000
H -4.84 3.38 -0.21 0.000
H -4.59 1.64 0.01 0.000
H -3.77 2.50 -1.30 0.000
H -1.11 2.36 1.27 0.000
```

Calculated values
- expectation value of S² = 0.76
- E (Ha) = -1701.23232
- LUMO energy (alpha / beta) (eV) = -4.94 / -4.96
- total charge = +2
- 2S+1 = 2



(4)
A molecular structure, C22H31N2O2OsSe2Si, computed with the ωB97M-V functional and the def2-TZVPD basis.

XYZ file:
```
61
Properties=species:S:1:pos:R:3:nbo_charge:R:1
Os 0.08 0.28 0.25 0.486
O -0.55 -1.71 -0.62 -0.584
C 0.20 -2.88 -0.62 0.387
C -0.47 -4.09 -0.72 -0.279
C 0.26 -5.27 -0.74 -0.160
C 1.64 -5.24 -0.66 -0.212
C 2.30 -4.03 -0.56 -0.136
C 1.59 -2.82 -0.53 -0.190
C 2.38 -1.61 -0.40 0.142
N 1.94 -0.45 -0.07 -0.306
N 2.95 0.53 0.04 -0.412
C 2.45 1.72 0.19 0.547
O 1.17 1.99 0.22 -0.725
C 3.37 2.86 0.36 -0.078
C 2.86 4.15 0.51 -0.189
C 3.72 5.23 0.69 -0.216
C 5.09 5.02 0.72 -0.181
C 5.60 3.74 0.57 -0.211
C 4.75 2.66 0.39 -0.172
H -1.55 -4.09 -0.78 0.228
H -0.27 -6.21 -0.82 0.232
H 2.21 -6.16 -0.68 0.235
H 3.38 -4.00 -0.50 0.227
H 3.46 -1.69 -0.55 0.219
H 1.79 4.31 0.48 0.214
H 3.31 6.22 0.80 0.220
H 5.76 5.86 0.86 0.223
H 6.67 3.58 0.59 0.223
H 5.14 1.66 0.27 0.235
C -1.22 -0.72 3.31 -0.809
Se 0.29 0.27 2.60 0.716
C -0.38 2.08 2.96 -0.595
C -1.77 2.29 2.41 -0.581
Se -1.97 1.67 0.55 0.471
C -1.52 3.33 -0.36 -0.783
H -1.42 -0.39 4.32 0.240
H -0.93 -1.77 3.32 0.250
H -2.09 -0.59 2.67 0.228
H 0.35 2.72 2.48 0.256
H -0.35 2.26 4.04 0.246
H -2.03 3.35 2.41 0.250
H -2.52 1.76 2.98 0.234
H -2.18 4.10 0.02 0.233
H -1.73 3.17 -1.42 0.240
H -0.47 3.56 -0.21 0.250
C -3.62 -1.95 -0.08 -1.114
Si -3.13 -1.69 -1.86 1.600
C -3.51 -3.18 -2.91 -1.118
C -3.90 -0.15 -2.56 -1.118
C -1.22 -1.40 -1.90 -0.497
H -4.70 -2.14 0.00 0.255
H -3.40 -1.07 0.51 0.234
H -3.10 -2.80 0.37 0.239
H -4.58 -3.24 -3.10 0.255
H -3.21 -4.11 -2.43 0.239
H -3.00 -3.12 -3.87 0.248
H -4.98 -0.26 -2.65 0.255
H -3.52 0.08 -3.56 0.247
H -3.71 0.71 -1.92 0.236
H -0.98 -0.35 -2.12 0.196
H -0.74 -1.99 -2.68 0.227
```

Calculated values
- E (Ha) = -6299.71540
- LUMO energy (eV) = -3.41
- total charge = +1



> Look up the E of the first one.

-2239.29020 Ha



What did the first record say?
A molecular structure, C22H31CaI2N2 at a distorted geometry, computed with the ωB97M-V functional and the def2-TZVPD basis.

XYZ file:
```
58
Properties=species:S:1:pos:R:3:nbo_charge:R:1
Ca -1.35 -0.34 0.36 1.735
C 0.79 -2.91 -3.32 -0.598
C 0.48 -2.66 -1.85 -0.231
C -0.29 -3.84 -1.25 -0.606
C 1.73 -2.37 -1.03 -0.027
C 2.77 -3.29 -1.06 -0.213
C 3.92 -3.09 -0.31 -0.182
C 4.04 -1.96 0.47 -0.230
C 3.03 -1.01 0.54 0.064
C 3.23 0.19 1.46 -0.264
C 4.40 1.06 0.97 -0.597
C 3.45 -0.25 2.91 -0.596
C 1.88 -1.22 -0.24 0.072
N 0.79 -0.27 -0.20 -0.756
C 1.04 0.96 -0.58 0.178
C 0.09 2.01 -0.51 -0.076
C 0.25 3.36 -0.82 -0.178
C -0.95 3.99 -0.51 -0.324
C -1.80 3.00 -0.01 0.233
N -1.20 1.80 -0.01 -0.768
C -3.21 3.15 0.53 -0.095
C -4.10 3.86 -0.49 -0.595
C -3.80 1.77 0.82 -0.603
C -3.17 3.95 1.83 -0.594
H -0.13 -3.03 -3.89 0.212
H 1.37 -3.82 -3.46 0.212
H 1.35 -2.09 -3.76 0.223
H -0.16 -1.77 -1.82 0.172
H 0.33 -4.74 -1.26 0.226
H -1.20 -4.05 -1.82 0.207
H -0.56 -3.68 -0.20 0.188
H 2.68 -4.18 -1.67 0.215
H 4.72 -3.82 -0.35 0.223
H 4.94 -1.82 1.06 0.218
H 2.33 0.80 1.45 0.203
H 5.33 0.49 0.98 0.211
H 4.52 1.92 1.62 0.218
H 4.24 1.41 -0.05 0.206
H 4.37 -0.82 3.02 0.209
H 2.64 -0.88 3.27 0.205
H 3.52 0.62 3.56 0.217
H 2.03 1.21 -0.96 0.206
H 1.15 3.81 -1.22 0.231
H -1.18 5.04 -0.61 0.232
H -4.15 3.32 -1.43 0.211
H -3.72 4.87 -0.70 0.222
H -5.11 3.97 -0.10 0.214
H -3.81 1.13 -0.06 0.191
H -4.83 1.85 1.18 0.235
H -3.26 1.26 1.64 0.176
H -2.77 4.95 1.66 0.223
H -2.54 3.47 2.58 0.208
H -4.18 4.06 2.25 0.214
I -3.86 -1.90 -1.34 0.183
C -4.12 -3.24 0.26 -0.723
I -3.03 -2.74 2.00 0.165
H -3.78 -4.21 -0.06 0.248
H -5.17 -3.23 0.53 0.249
```

Calculated values
- E (Ha) = -2239.29020
- LUMO energy (eV) = -3.93
- total charge = +1



> Among the records above, which one has the lowest E?

C22H31N2O2OsSe2Si



> Look up the E of the third one.

-1701.23232 Ha